Entry from OMol25: a structure of composition C7H14OPTc in a non-equilibrium geometry (ωB97M-V with the def2-TZVPD basis set).

Calculated values
- HOMO level (spin up / spin down): -10.13 / -11.73 eV
- Spin multiplicity: 4
- Electronic energy: -21009.448 eV
- Max |F|: 4.062 eV/A
- Kohn-Sham gap (spin up / spin down): 6.734 / 7.177 eV
- Total charge: +1
- ΔE to the lowest compared entry with this formula, charge and spin: 171.6 kJ/mol

XYZ file:
```
24
C7H14OPTc (ωB97M-V with the def2-TZVPD basis set)
C 0.508 2.142 -0.699
C 0.761 2.860 0.549
C -0.442 3.105 1.272
C -1.430 2.333 0.679
C -0.884 1.582 -0.401
Tc 0.648 0.691 0.754
P 2.135 -0.306 -0.668
H 1.228 2.325 -1.489
H 1.643 3.475 0.747
H -0.558 3.868 2.079
H -1.648 0.947 -0.839
H -2.479 2.282 1.025
H 3.004 -1.266 -0.145
H 3.306 0.297 -1.098
H 1.804 -0.888 -1.925
C -1.159 -3.420 0.136
C -0.564 -2.166 -0.512
O -0.398 -1.052 0.593
H -0.561 -3.607 1.060
H -0.938 -4.214 -0.620
H -2.265 -3.417 0.279
H 0.445 -2.402 -0.811
H -1.219 -1.775 -1.305
H -0.939 -1.393 1.339
```

Entry from OMol25: a structure of composition C45H72O36 in a non-equilibrium geometry (ωB97M-V with the def2-TZVPD basis set).

Calculated values
- HOMO level: -9.39 eV
- Electronic energy: -121541.707 eV
- Max |F|: 5.331 eV/A
- Kohn-Sham gap: 9.071 eV
- Total charge: 0
- ΔE to the lowest compared entry with this formula, charge and spin: 328.7 kJ/mol

XYZ file:
```
153
C45H72O36 (ωB97M-V with the def2-TZVPD basis set)
C 4.389 -4.022 -5.333
C 3.928 -2.688 -5.937
C 2.446 -2.682 -6.334
O 1.842 -1.736 -5.488
C 2.739 -1.170 -4.684
O 2.439 -0.346 -3.879
O 3.994 -1.646 -4.937
H 4.054 -4.051 -4.296
H 5.468 -4.098 -5.173
H 4.110 -4.826 -6.010
H 4.485 -2.425 -6.835
H 1.972 -3.654 -6.177
H 2.312 -2.440 -7.389
C -1.722 -5.775 -2.215
C -1.725 -5.533 -0.685
C -0.702 -4.527 -0.176
O -1.478 -3.638 0.601
C -2.799 -3.877 0.459
O -3.644 -3.390 1.121
O -2.991 -4.885 -0.443
H -2.551 -6.386 -2.556
H -0.765 -6.221 -2.495
H -1.759 -4.787 -2.675
H -1.611 -6.497 -0.188
H -0.206 -4.010 -0.996
H 0.020 -5.112 0.391
C -3.639 3.680 -1.086
C -2.569 2.716 -1.588
C -2.452 2.717 -3.142
O -1.075 2.961 -3.348
C -0.433 3.065 -2.200
O 0.753 3.204 -2.106
O -1.279 3.145 -1.148
H -3.416 4.726 -1.329
H -3.753 3.675 0.000
H -4.642 3.591 -1.509
H -2.854 1.775 -1.112
H -3.068 3.483 -3.607
H -2.714 1.715 -3.485
C 3.266 1.736 2.688
C 3.404 3.222 3.095
C 4.753 3.860 2.814
O 4.425 4.733 1.698
C 3.107 4.676 1.425
O 2.596 5.308 0.551
O 2.440 3.933 2.308
H 2.211 1.479 2.632
H 3.721 1.158 3.499
H 3.798 1.466 1.777
H 3.082 3.326 4.131
H 5.584 3.229 2.501
H 5.157 4.466 3.626
C 1.312 -2.988 2.133
C 2.247 -2.873 3.341
C 2.740 -4.185 3.980
O 4.159 -3.953 4.051
C 4.483 -2.970 3.200
O 5.603 -2.733 2.884
O 3.415 -2.159 2.964
H 1.944 -3.419 1.353
H 0.903 -2.005 1.919
H 0.478 -3.656 2.352
H 1.821 -2.203 4.097
H 2.413 -4.964 3.284
H 2.307 -4.404 4.950
C -6.958 -1.041 0.080
C -6.005 -0.876 1.222
C -4.868 0.089 0.951
O -4.849 0.898 2.149
C -5.947 0.664 2.883
O -6.181 1.341 3.851
O -6.687 -0.292 2.336
H -7.831 -1.627 0.362
H -6.381 -1.566 -0.688
H -7.308 -0.099 -0.344
H -5.609 -1.854 1.505
H -5.057 0.712 0.074
H -3.941 -0.439 0.732
C -4.926 1.978 7.046
C -4.932 2.373 5.578
C -5.300 3.860 5.402
O -4.177 4.449 4.757
C -3.383 3.457 4.320
O -2.563 3.569 3.470
O -3.572 2.363 5.087
H -4.705 0.923 7.211
H -5.862 2.304 7.494
H -4.069 2.449 7.532
H -5.540 1.806 4.872
H -5.440 4.313 6.388
H -6.184 4.118 4.818
C 3.465 -7.577 -1.205
C 2.902 -6.249 -0.777
C 3.960 -5.148 -0.506
O 3.554 -4.078 -1.308
C 2.482 -4.385 -2.057
O 1.853 -3.662 -2.767
O 2.123 -5.652 -1.802
H 4.050 -7.466 -2.128
H 2.783 -8.377 -1.492
H 4.209 -7.978 -0.515
H 2.196 -6.427 0.041
H 4.976 -5.442 -0.784
H 3.994 -4.904 0.558
C 4.290 1.872 -1.946
C 3.804 1.248 -0.666
C 3.945 -0.285 -0.769
O 5.227 -0.475 -0.143
C 5.418 0.475 0.775
O 6.177 0.443 1.692
O 4.694 1.562 0.430
H 3.468 1.631 -2.632
H 5.060 1.276 -2.446
H 4.512 2.933 -1.917
H 2.813 1.637 -0.441
H 4.001 -0.714 -1.764
H 3.189 -0.804 -0.175
C -0.806 2.033 1.754
O 0.001 1.375 0.822
C -0.419 0.321 0.182
O -1.515 -0.179 0.274
O 0.578 -0.081 -0.614
C 0.375 -1.273 -1.317
H -1.288 2.960 1.463
H -0.186 2.119 2.649
H -1.611 1.405 2.148
H -0.687 -1.330 -1.573
H 0.526 -2.196 -0.748
H 1.053 -1.345 -2.162
C -0.530 6.243 1.229
O -0.152 7.338 2.089
C -1.119 8.046 2.655
O -1.184 9.250 2.642
O -2.028 7.274 3.255
C -3.165 7.848 3.904
H -1.196 5.508 1.681
H 0.386 5.662 1.128
H -0.812 6.644 0.259
H -3.916 8.239 3.224
H -2.935 8.595 4.665
H -3.520 7.005 4.493
C -1.337 -1.555 -4.329
O -0.863 -0.392 -4.976
C -1.668 0.428 -5.650
O -2.840 0.291 -5.821
O -0.977 1.482 -6.093
C 0.440 1.529 -6.073
H -1.997 -2.046 -5.050
H -1.913 -1.288 -3.442
H -0.522 -2.216 -4.051
H 0.642 2.551 -6.397
H 1.024 0.919 -6.766
H 0.816 1.392 -5.061
```

Entry from OMol25: a structure of composition C22H22N4P2PtSTe4 in a non-equilibrium geometry (ωB97M-V with the def2-TZVPD basis set).

Calculated values
- HOMO level (spin up / spin down): -10.31 / -13.34 eV
- Spin multiplicity: 5
- Electronic energy: -90948.638 eV
- Max |F|: 3.831 eV/A
- Kohn-Sham gap (spin up / spin down): 2.791 / 4.810 eV
- Total charge: +2

XYZ file:
```
56
C22H22N4P2PtSTe4 (ωB97M-V with the def2-TZVPD basis set)
Pt 7.124 10.814 11.507
Te 9.654 12.009 13.060
Te 9.561 12.638 15.733
Te 7.209 14.020 15.270
Te 6.047 12.281 13.611
S 9.367 14.253 5.119
N 10.199 13.292 6.157
C 9.439 13.032 7.201
C 9.663 12.014 8.200
C 10.823 11.281 8.308
C 10.853 10.296 9.308
C 9.797 10.130 10.218
N 8.674 10.872 10.166
C 8.613 11.759 9.115
C 7.364 12.482 9.082
N 6.441 12.125 10.047
C 5.265 12.789 10.080
C 4.970 13.807 9.203
C 5.863 14.159 8.200
C 7.156 13.562 8.161
C 8.160 13.768 7.165
N 7.994 14.512 6.060
H 11.687 11.545 7.680
H 11.711 9.669 9.468
H 9.842 9.386 11.026
H 4.586 12.524 10.843
H 4.124 14.454 9.301
H 5.631 14.950 7.489
C 5.388 8.761 14.336
P 6.882 9.137 13.308
C 8.177 9.307 14.556
C 7.103 7.541 12.535
C 7.756 6.487 13.175
C 8.263 5.412 12.414
C 8.114 5.422 11.025
C 7.251 6.360 10.396
C 6.779 7.436 11.170
P 6.116 8.889 10.405
C 4.301 8.606 10.368
C 6.635 8.622 8.666
H 5.587 7.876 14.905
H 4.521 8.503 13.689
H 5.125 9.568 15.083
H 7.871 8.656 15.390
H 8.223 10.373 14.840
H 9.156 9.008 14.169
H 7.859 6.485 14.298
H 8.836 4.627 12.893
H 8.536 4.648 10.396
H 6.889 6.214 9.398
H 4.038 7.528 10.258
H 3.846 9.145 9.542
H 3.792 8.930 11.297
H 6.207 7.678 8.287
H 7.731 8.548 8.544
H 6.249 9.424 8.009
```

Entry from OMol25: the molecule C4H6N2O (ωB97M-V with the def2-TZVPD basis set).

Calculated values
- HOMO level: -9.50 eV
- Electronic energy: -9268.470 eV
- Max |F|: 0.908 eV/A
- Kohn-Sham gap: 9.507 eV
- SMILES: [H]/N=C/C=C=NOC
- Total charge: 0
- ΔE to the lowest compared entry with this formula, charge and spin: 485.5 kJ/mol

XYZ file:
```
13
C4H6N2O (ωB97M-V with the def2-TZVPD basis set)
H -2.077 -1.185 2.624
N -1.270 -0.837 2.109
C -1.556 0.249 1.509
C -0.512 0.984 0.792
C 0.670 0.461 0.557
N 1.802 0.109 0.227
O 1.945 0.278 -1.185
C 1.178 -0.571 -2.009
H -2.525 0.757 1.560
H -0.634 2.037 0.549
H 1.146 -0.033 -2.959
H 1.683 -1.532 -2.121
H 0.151 -0.716 -1.655
```

Entry from OMol25: a structure of composition C10H9BrINNiO5S in a non-equilibrium geometry (ωB97M-V with the def2-TZVPD basis set).

Calculated values
- HOMO level (spin up / spin down): -0.53 / -1.47 eV
- Spin multiplicity: 3
- Electronic energy: -152268.197 eV
- Max |F|: 3.540 eV/A
- Kohn-Sham gap (spin up / spin down): 5.279 / 6.219 eV
- Total charge: -2
- ΔE to the lowest compared entry with this formula, charge and spin: 77.2 kJ/mol

XYZ file:
```
29
C10H9BrINNiO5S (ωB97M-V with the def2-TZVPD basis set)
Ni 2.133 0.022 0.420
I 3.350 -3.436 -0.038
C 3.261 -1.376 -0.621
H 2.841 -1.389 -1.631
H 4.307 -1.052 -0.636
O 0.078 -2.544 -1.594
C -0.357 -1.774 -0.749
N 0.352 -1.050 0.159
C -0.460 -0.223 0.859
O -0.043 0.627 1.651
C -1.865 -0.483 0.478
C -3.068 0.052 0.889
C -4.223 -0.376 0.250
C -4.167 -1.335 -0.760
C -2.957 -1.892 -1.154
C -1.805 -1.450 -0.538
H -3.109 0.796 1.675
H -5.181 0.048 0.530
H -5.081 -1.636 -1.259
H -2.922 -2.650 -1.924
Br 2.854 -0.576 2.506
C 1.623 3.165 0.911
S 2.356 2.268 -0.494
O 1.336 1.378 -1.040
O 2.751 3.323 -1.419
O 3.513 1.549 0.052
H 0.884 3.843 0.500
H 2.435 3.707 1.380
H 1.163 2.467 1.600
```

Entry from OMol25: a structure of composition C36H42F21O19Zr in a non-equilibrium geometry (ωB97M-V with the def2-TZVPD basis set).

Calculated values
- HOMO level: -10.59 eV
- Electronic energy: -135256.326 eV
- Max |F|: 11.235 eV/A
- Kohn-Sham gap: 4.769 eV
- Total charge: +1
- ΔE to the lowest compared entry with this formula, charge and spin: 340.8 kJ/mol

XYZ file:
```
119
C36H42F21O19Zr (ωB97M-V with the def2-TZVPD basis set)
Zr 0.143 -3.065 -2.841
C -0.641 -6.638 -0.564
C -0.579 -5.312 -0.882
C -1.931 -4.526 -1.136
O -1.704 -3.440 -1.771
C -3.154 -5.167 -0.859
C -3.153 -6.527 -0.508
C -1.873 -7.313 -0.489
O -1.801 -8.536 -0.554
O -4.218 -6.977 -0.086
O 0.394 -4.669 -1.462
H 0.297 -7.174 -0.592
H -4.020 -4.527 -0.800
C 1.783 -0.458 0.236
C 0.420 -0.505 -0.441
O 0.394 -1.668 -1.248
H 1.985 0.335 0.957
H 2.550 -0.308 -0.530
H 1.996 -1.380 0.776
H 0.209 0.279 -1.178
H -0.420 -0.516 0.260
C -0.710 2.355 -3.435
C -0.976 1.123 -4.283
O -2.299 0.597 -4.143
C -2.481 -0.546 -3.557
O -1.596 -1.322 -3.264
C -3.969 -0.956 -3.394
F -4.730 -0.152 -4.128
F -4.121 -2.183 -3.880
F -4.337 -0.933 -2.135
H -0.864 2.138 -2.377
H -1.291 3.202 -3.786
H 0.355 2.597 -3.434
H -0.242 0.341 -4.084
H -0.863 1.380 -5.337
C 1.836 0.197 8.784
C 0.745 -0.302 7.861
O 1.342 -0.721 6.637
C 0.603 -1.091 5.636
O -0.598 -1.138 5.600
C 1.411 -1.421 4.369
F 1.006 -0.603 3.382
F 2.717 -1.311 4.535
F 1.113 -2.662 3.952
H 1.449 0.585 9.727
H 2.319 1.076 8.353
H 2.603 -0.542 9.007
H 0.003 0.481 7.671
H 0.073 -1.051 8.288
C 0.871 3.130 0.933
C 1.273 3.595 2.350
O 2.486 4.291 2.364
C 2.504 5.599 2.083
O 1.547 6.272 1.908
C 3.988 6.107 2.088
F 4.837 5.117 2.337
F 4.238 6.601 0.870
F 4.137 7.076 2.991
H -0.122 2.679 0.887
H 1.471 2.262 0.638
H 1.006 3.885 0.161
H 1.320 2.694 2.959
H 0.434 4.178 2.733
C 4.160 7.804 -2.229
C 3.192 6.644 -2.423
O 3.869 5.421 -2.052
C 3.175 4.313 -2.078
O 2.008 4.201 -2.335
C 4.064 3.130 -1.632
F 4.987 2.836 -2.559
F 4.726 3.459 -0.531
F 3.307 2.051 -1.425
H 4.064 8.249 -1.239
H 3.994 8.651 -2.896
H 5.194 7.502 -2.386
H 2.913 6.584 -3.477
H 2.238 6.676 -1.898
C 4.871 -2.657 -4.485
C 4.576 -1.736 -3.309
O 4.637 -2.425 -2.046
C 3.600 -3.072 -1.628
O 2.526 -3.135 -2.184
C 3.814 -3.763 -0.257
F 2.661 -3.875 0.366
F 4.370 -4.947 -0.458
F 4.615 -3.019 0.497
H 5.698 -3.309 -4.206
H 5.039 -2.091 -5.398
H 4.021 -3.317 -4.681
H 3.679 -1.133 -3.440
H 5.399 -1.022 -3.305
C -4.314 3.066 -4.965
C -4.899 3.356 -3.604
O -4.082 2.817 -2.582
C -4.667 2.315 -1.480
O -5.836 2.240 -1.331
C -3.635 1.912 -0.418
F -3.126 3.034 0.130
F -4.201 1.224 0.571
F -2.609 1.205 -0.921
H -3.311 3.449 -5.143
H -4.977 3.355 -5.777
H -4.303 1.976 -4.970
H -5.874 2.856 -3.557
H -5.212 4.386 -3.408
C -2.100 -3.001 2.659
C -3.225 -3.984 2.343
O -4.090 -4.136 3.475
C -4.973 -5.113 3.534
O -5.283 -5.787 2.597
C -5.744 -5.217 4.855
F -5.906 -6.434 5.285
F -5.140 -4.463 5.787
F -6.934 -4.632 4.662
H -1.494 -2.784 1.778
H -1.364 -3.406 3.354
H -2.575 -2.120 3.085
H -2.927 -5.013 2.131
H -3.759 -3.651 1.453
```